{"formula": "C3H8OS3", "method": "ωB97M-V/def2-TZVPD", "symbols": ["H", "O", "C", "H", "H", "H", "H", "S", "H", "H", "C", "C", "S", "H", "S"], "xyz": [[-2.41, -0.72, -0.31], [-5.31, 4.29, -1.99], [-1.93, 2.69, 0.98], [-2.17, 0.13, 1.25], [-2.11, 2.19, 1.95], [1.67, 1.31, 1.03], [0.33, 1.03, 2.18], [-2.50, 1.63, -0.41], [-5.26, 4.15, -1.01], [-5.40, 3.39, -2.37], [-1.84, 0.09, 0.19], [0.56, 1.27, 1.13], [-0.12, 2.94, 0.96], [-2.44, 3.67, 1.01], [0.00, 0.00, 0.00]], "mol_weight_g_mol": 156.30, "homo_ev": -8.6, "de_lowest_kcal_mol": 5.8, "multiplicity": 1}